Density functional theory data (ωB97M-V/def2-TZVPD) for C33H29CoN5O8S as an isolated structure.

Results
2S+1: 4
Total energy, hartree: -3931.73240
Energy relative to the best compared isomer or geometry (same formula, charge and spin), kJ/mol: 16.14
Kohn-Sham gap (spin up / spin down), eV: 7.27 / 7.37
Largest force on an atom, eV/A: 0.3

Each line ends with the Löwdin spin population.
Atoms and positions in Å:
C (-4.57, 0.12, 1.24)  -0.001
C (-0.18, -3.17, -3.93)  0.000
C (4.27, 0.78, 2.86)  0.000
H (1.30, -2.91, -0.34)  0.000
C (5.30, 0.65, 3.77)  0.000
C (-0.43, -2.37, -5.22)  0.000
H (-3.26, 3.86, 0.30)  0.000
C (-2.33, 4.11, -4.51)  0.000
O (5.08, 1.45, 0.43)  0.000
C (1.17, 3.24, -4.07)  0.003
C (1.37, 1.22, -2.73)  0.004
H (-0.15, -0.38, -5.70)  0.000
O (1.08, -0.22, 1.70)  0.031
Co (0.07, -0.07, -0.10)  2.746
O (0.11, -2.46, -2.84)  0.000
H (-2.68, 4.99, -5.04)  0.000
N (-0.38, 2.14, 0.13)  0.026
C (2.18, 0.38, 1.82)  0.004
N (-1.93, 0.03, 0.58)  0.033
H (-1.49, -0.65, -4.79)  0.000
C (-0.09, -4.46, 0.25)  0.001
C (5.13, -0.28, 4.79)  0.000
S (4.11, 1.83, 1.43)  0.000
H (1.61, 4.08, -4.60)  0.000
H (-3.23, -3.77, 1.26)  0.000
C (-0.23, 3.14, -3.99)  0.001
C (2.23, 0.27, -2.05)  0.007
C (-3.88, 1.30, 0.98)  0.001
H (3.97, 0.55, -3.35)  0.000
C (-1.68, 2.39, 0.30)  0.003
H (-1.28, -2.84, -5.72)  0.000
C (-0.05, 1.12, -2.65)  0.006
N (2.63, 1.32, 1.01)  0.002
H (3.86, -1.75, 5.69)  0.000
H (-0.07, -1.50, -2.98)  0.000
N (-0.54, -0.95, -4.97)  0.000
C (-1.36, 4.71, -0.18)  0.000
H (3.01, 2.38, -3.51)  0.000
H (0.45, -2.56, -5.84)  0.000
C (-2.21, 3.67, 0.16)  0.001
C (-0.01, 4.45, -0.36)  0.001
H (0.69, 5.23, -0.62)  0.000
C (0.31, -3.15, 0.02)  0.001
H (5.91, -0.41, 5.53)  0.000
H (1.48, 2.89, -0.29)  0.000
H (-1.72, -5.70, 0.88)  0.000
C (0.44, 3.15, -0.19)  0.002
H (6.20, 1.25, 3.69)  0.000
H (3.90, -0.96, -2.42)  0.000
C (-2.22, -3.61, 0.91)  0.001
H (-1.90, 2.00, -3.23)  0.000
H (0.60, -5.27, 0.07)  0.000
H (2.04, -1.48, 4.00)  0.000
H (4.28, 0.55, -1.59)  0.000
C (3.12, 0.03, 2.94)  0.002
H (-4.39, 2.25, 1.04)  0.000
C (-2.54, 1.21, 0.64)  0.003
C (-1.37, -4.69, 0.70)  -0.002
C (2.95, -0.89, 3.95)  0.000
H (-4.46, -2.02, 1.33)  0.000
O (1.82, -0.45, -1.12)  0.034
C (-0.83, 2.10, -3.32)  0.004
C (-1.75, -2.33, 0.65)  0.002
C (3.68, 0.11, -2.40)  0.003
C (1.93, 2.29, -3.46)  0.000
C (3.97, -1.04, 4.88)  0.000
O (-0.22, -4.37, -3.92)  0.000
C (-2.58, -1.10, 0.81)  0.002
H (-1.75, 5.71, -0.30)  0.000
C (-3.92, -1.10, 1.15)  0.001
O (-0.92, 4.14, -4.60)  0.000
O (4.08, 3.21, 1.82)  0.000
H (-5.62, 0.16, 1.51)  0.000
O (-0.66, 0.18, -1.99)  0.040
H (-2.66, 4.15, -3.47)  0.000
H (-2.74, 3.21, -4.98)  0.000
N (-0.50, -2.12, 0.22)  0.033